No. 1
A molecular structure, C5H10O2 at a distorted geometry, computed with ωB97M-V/def2-TZVPD.

Summary:
**ΔE to the lowest compared entry with this formula, charge and spin**: 413.2 kJ/mol
**Strongest force on any atom**: 2.35 eV/A
**Total energy**: -9438.7607 eV

ORCA input file:
```
! wB97M-V def2-TZVPD RIJCOSX def2/J DEFGRID3
* xyz 0 1
H 3.569 0.046 1.257
O 0.487 -1.312 -0.449
H 0.879 1.967 0.318
C 2.501 0.732 0.585
H -1.484 1.346 -0.117
H 1.420 1.117 -1.107
H 1.254 -1.630 0.046
C -2.355 -0.633 -0.270
H -0.075 -0.220 1.224
H -2.090 -1.623 -0.654
O 2.709 -0.472 1.122
H -2.573 -0.733 0.801
H -1.037 0.474 -1.585
C 1.187 0.971 -0.038
C 0.096 -0.082 0.142
H -3.274 -0.303 -0.769
C -1.214 0.354 -0.507
*
```


No. 2
A molecular structure, C31H51Cl39N2O2 at a distorted geometry, computed with ωB97M-V/def2-TZVPD.

Summary:
**Strongest force on any atom**: 3.32 eV/A
**Total energy**: -528419.7091 eV

ORCA input file:
```
! wB97M-V def2-TZVPD RIJCOSX def2/J DEFGRID3
* xyz 0 1
H 10.579 23.699 13.394
H 14.475 14.673 10.975
C 13.027 23.940 12.200
Cl 21.572 8.971 9.457
H 21.751 9.332 11.655
Cl 15.956 16.390 20.587
Cl 15.165 19.453 17.830
H 16.250 17.740 16.544
H 13.748 22.691 10.109
Cl 14.045 17.442 6.850
Cl 21.587 14.964 12.189
C 22.433 13.446 12.440
H 17.745 13.092 15.900
Cl 16.841 9.281 15.490
H 14.124 22.665 14.573
H 14.899 16.078 11.985
O 14.332 21.481 12.124
Cl 7.945 15.415 12.035
H 12.606 23.627 14.847
C 12.411 21.049 10.906
H 10.429 20.373 11.493
C 18.688 15.224 14.851
Cl 18.918 12.356 20.020
H 13.903 13.215 12.282
Cl 13.085 16.278 15.624
C 9.420 14.540 11.807
C 14.589 13.600 13.034
H 19.025 13.705 12.766
Cl 18.489 16.297 10.335
H 23.450 13.676 12.484
H 14.160 23.974 12.247
C 16.604 13.098 11.691
Cl 19.574 17.913 12.506
Cl 12.980 15.006 8.175
H 9.360 22.781 11.454
H 14.731 12.952 13.878
Cl 11.714 18.124 13.793
H 13.511 21.306 8.986
Cl 21.540 16.485 15.274
C 17.528 12.218 12.597
C 10.461 22.561 11.557
Cl 20.613 12.669 22.345
C 21.106 8.674 11.148
O 16.079 16.001 14.026
C 11.508 16.826 14.955
C 18.029 17.273 11.751
H 10.527 21.204 9.940
Cl 15.378 8.878 18.031
H 10.785 23.410 10.844
Cl 21.967 12.785 13.981
C 18.397 13.147 13.431
N 12.958 21.494 12.238
Cl 22.278 12.294 11.081
Cl 22.612 14.682 17.054
H 15.983 15.533 10.721
H 13.807 19.470 10.575
H 10.569 22.041 13.569
H 12.307 18.901 11.325
Cl 15.770 15.346 7.913
H 9.123 13.707 11.142
H 10.845 12.183 11.742
H 16.596 10.731 17.262
Cl 14.517 10.969 16.272
Cl 17.859 15.787 18.612
Cl 9.962 13.944 13.389
C 14.252 16.220 8.146
C 13.025 21.963 9.722
C 10.988 22.841 12.929
H 19.327 15.699 14.084
C 15.899 10.055 16.836
C 17.651 16.467 20.206
H 12.655 23.945 11.199
Cl 10.561 17.342 16.325
Cl 10.657 15.528 11.065
Cl 24.532 15.747 15.025
H 14.028 14.411 13.443
H 12.343 19.278 9.622
H 17.796 17.529 20.116
C 15.826 14.206 12.406
H 16.290 12.659 14.959
Cl 11.927 10.158 11.874
Cl 13.541 14.144 18.204
H 15.867 12.507 11.030
H 23.327 16.937 16.758
C 17.635 14.206 14.218
Cl 15.872 12.777 19.307
H 16.228 14.036 16.009
H 19.020 12.515 14.047
C 15.268 15.186 11.470
H 18.236 13.069 22.164
H 14.446 16.702 9.093
Cl 11.746 11.977 9.626
H 13.674 12.170 19.209
C 12.509 22.736 12.900
C 18.946 12.314 21.848
Cl 18.350 10.817 22.466
C 12.724 19.608 10.598
C 23.042 16.114 16.112
H 12.170 22.507 9.296
N 16.736 14.976 13.340
H 12.497 21.855 14.866
C 10.871 21.191 10.975
C 16.908 13.502 15.341
Cl 9.298 10.837 10.700
Cl 16.845 18.565 11.379
Cl 13.668 13.679 21.037
H 14.668 21.178 12.929
C 14.161 13.094 19.418
H 15.527 15.704 14.769
Cl 21.323 6.976 11.623
H 19.382 14.713 15.522
H 12.697 24.855 12.681
H 18.108 16.003 15.494
Cl 15.313 19.045 14.914
C 12.999 22.685 14.392
Cl 17.746 19.602 16.351
H 10.984 16.015 14.478
H 17.239 13.682 11.026
H 16.862 11.619 13.249
H 18.071 11.533 12.017
Cl 18.737 15.701 21.433
C 10.944 11.354 11.129
H 17.500 16.639 12.477
Cl 19.402 9.042 11.533
C 16.098 18.815 16.448
*
```


No. 3
A single C4H6N2OS molecule at a distorted geometry, computed with ωB97M-V/def2-TZVPD.

Summary:
**ΔE to the lowest compared entry with this formula, charge and spin**: 502.4 kJ/mol
**Strongest force on any atom**: 5.85 eV/A
**Structure (SMILES)**: N/N=C1/C=CSCO1
**Total energy**: -20104.1343 eV

ORCA input file:
```
! wB97M-V def2-TZVPD RIJCOSX def2/J DEFGRID3
* xyz 0 1
C -1.547 0.374 0.126
H 2.815 2.057 2.006
H -2.439 1.098 0.074
N 2.245 1.759 1.236
H -0.172 -2.864 -0.966
S -1.505 -0.644 -1.463
C 0.765 0.181 0.506
C -0.456 -1.737 -0.636
N 1.924 0.350 1.102
O -0.325 1.064 0.377
H 1.426 2.527 1.238
H 1.567 -1.586 0.450
H -1.923 -0.445 0.751
C 0.608 -1.111 0.083
*
```


No. 4
A molecular structure, C3H9N2O at a distorted geometry, computed with ωB97M-V/def2-TZVPD.

Summary:
**ΔE to the lowest compared entry with this formula, charge and spin**: 456.9 kJ/mol
**Strongest force on any atom**: 2.83 eV/A
**Total energy**: -8280.2049 eV

ORCA input file:
```
! wB97M-V def2-TZVPD RIJCOSX def2/J DEFGRID3
* xyz -1 1
H 1.585 0.294 1.558
N -0.880 1.901 0.934
H 2.017 0.826 1.267
H -0.475 -2.842 -0.228
C -0.431 1.674 -0.242
H -0.040 2.513 -0.857
C -0.244 0.333 -0.896
H -0.915 -0.335 0.813
H 0.308 -2.002 1.111
H 0.840 0.194 -1.031
O 1.261 -1.853 -0.701
C 0.187 -1.964 0.003
H -0.690 0.386 -1.902
N -0.808 -0.753 -0.104
H -1.715 1.630 0.275
*
```


No. 5
A single C20H24N2O5S molecule, computed with ωB97M-V/def2-TZVPD.

Summary:
**ΔE to the lowest compared entry with this formula, charge and spin**: 217.8 kJ/mol
**Strongest force on any atom**: 0.97 eV/A
**Structure (SMILES)**: CCC(=O)N1CCc2cc(S(=O)(=O)N(C)c3ccc(OC)cc3OC)ccc21
**Total energy**: -45181.8259 eV

ORCA input file:
```
! wB97M-V def2-TZVPD RIJCOSX def2/J DEFGRID3
* xyz 0 1
C -1.186 -1.588 -1.776
O -3.287 -2.857 1.558
C 5.002 4.766 -0.792
H -4.849 -2.563 -3.089
H -5.194 -3.424 0.956
H 4.348 3.435 -2.375
O 5.022 1.765 0.298
H 2.217 4.034 -1.371
C -3.298 -2.145 -0.761
H -0.170 -3.505 3.431
C 2.058 2.954 -1.401
H 3.732 0.530 1.599
N 2.957 2.281 -0.463
H 5.597 4.706 0.116
H 2.259 2.601 -2.418
C 4.915 3.386 -1.446
C 2.678 0.623 1.400
H -5.005 -1.708 1.439
H 0.519 -1.735 -0.494
C -0.550 -1.853 -0.581
H -4.943 -2.994 2.666
H -4.368 -2.251 -0.825
O -0.314 -1.308 4.029
O -2.084 -0.428 2.553
H -1.134 0.970 0.698
H -5.054 -0.865 -2.567
C -4.687 -2.734 1.640
C 1.741 -0.101 2.122
H 0.099 -4.352 1.885
H 0.058 2.138 -1.782
H 2.045 -0.776 2.905
C -1.263 -2.266 0.532
H 4.016 5.145 -0.528
H -0.638 -1.267 -2.646
H -4.709 -1.242 -4.272
H 5.925 3.041 -1.671
C 4.319 2.393 -0.464
C -0.073 0.888 0.869
C 0.629 2.584 -0.967
C -2.570 -1.723 -1.868
C 0.392 0.034 1.856
N -0.588 -2.397 1.768
H 5.473 5.474 -1.470
C -0.565 -3.681 2.433
C -4.510 -1.534 -3.242
C -2.655 -2.421 0.441
H 0.077 3.455 -0.610
O -3.117 -1.417 -3.077
H -1.558 -4.129 2.512
C 0.851 1.604 0.144
S -0.780 -1.012 2.706
C 2.220 1.469 0.401
*
```


No. 6
2 unconnected molecules or ions with the total composition C4H11N3O2 at a distorted geometry, computed with ωB97M-V/def2-TZVPD.

Summary:
**ΔE to the lowest compared entry with this formula, charge and spin**: 280.0 kJ/mol
**Strongest force on any atom**: 5.85 eV/A
**Structure (SMILES)**: CN=C(N)N.CC(=O)O
**Total energy**: -12889.9279 eV

ORCA input file:
```
! wB97M-V def2-TZVPD RIJCOSX def2/J DEFGRID3
* xyz 0 1
H 1.721 -1.713 2.633
H -3.435 3.024 0.077
C -3.287 1.313 -0.805
O -4.102 2.217 -0.261
C -3.527 -0.094 -1.043
O -2.124 1.730 -0.823
H 0.526 0.062 -1.136
C 2.147 -0.761 2.236
H 3.202 -0.664 2.502
H 2.012 0.596 -2.042
H -4.340 -0.302 -1.749
N 3.400 -0.929 -0.121
H 3.481 -1.924 0.131
N 1.566 -0.106 1.095
H -2.661 -0.628 -1.458
C 2.169 -0.252 -0.013
H -3.949 -0.628 -0.189
H 1.575 -0.203 3.100
H 4.070 -0.775 -0.863
N 1.554 0.037 -1.271
*
```


No. 7
A molecular structure, C16H13F5NO3RhS, computed with ωB97M-V/def2-TZVPD.

Summary:
**Strongest force on any atom**: 0.69 eV/A
**Total energy**: -51867.5985 eV

ORCA input file:
```
! wB97M-V def2-TZVPD RIJCOSX def2/J DEFGRID3
* xyz 0 1
C 0.026 -0.532 2.225
O 0.424 -0.041 -0.632
H -2.372 -4.061 0.302
C 0.820 -1.096 -1.255
H 5.066 -0.784 -4.352
F 1.340 -0.616 1.900
N -0.861 2.004 1.242
S -2.951 0.768 1.933
C -2.019 2.243 1.895
C -1.291 4.493 2.239
C 1.868 -3.251 -2.766
H -2.200 -4.097 -1.456
C 0.200 -2.386 -1.199
H 0.313 -4.404 -1.977
F -3.629 5.112 3.471
H -0.338 -1.525 2.504
F -0.045 0.286 3.305
C 0.077 2.929 1.081
H -0.958 -4.834 -0.441
H 3.566 0.132 -4.073
C 2.480 -1.973 -2.803
O 3.567 -1.889 -3.595
Rh -1.068 0.090 0.707
C -2.263 3.522 2.399
O -1.594 -1.829 0.273
H -1.467 5.485 2.634
H 2.288 -4.052 -3.356
F -4.618 3.554 2.345
H 0.666 4.953 1.455
C -0.102 4.204 1.579
C 1.969 -0.932 -2.075
C -0.987 -2.654 -0.457
H 2.411 0.053 -2.081
C -1.657 -4.005 -0.513
C 0.772 -3.427 -1.988
C 4.230 -0.638 -3.674
C -3.551 3.817 3.115
H 4.601 -0.329 -2.695
F -3.679 3.091 4.235
H 0.966 2.617 0.549
*
```


No. 8
A gas-phase ion, C2H4N5 (charge -1) at a distorted geometry, computed with ωB97M-V/def2-TZVPD.

Summary:
**ΔE to the lowest compared entry with this formula, charge and spin**: 59.1 kJ/mol
**Strongest force on any atom**: 3.44 eV/A
**Total energy**: -9588.6644 eV

ORCA input file:
```
! wB97M-V def2-TZVPD RIJCOSX def2/J DEFGRID3
* xyz -1 1
N -0.637 0.797 -0.146
H -0.955 1.418 0.622
H -2.561 -0.162 -0.903
N 1.123 -0.909 -0.056
N 2.432 -0.912 0.024
N 2.844 0.352 0.116
H -1.049 -1.305 -0.434
H -2.180 -0.495 0.895
C 0.766 0.383 -0.022
C -1.596 -0.341 -0.239
N 1.813 1.175 0.143
*
```